ORCA calculation (ωB97M-V/def2-TZVPD) on a single C11H17BO2 molecule in a non-equilibrium geometry.

```
31
Properties=species:S:1:pos:R:3:forces:R:3
C 1.021 -1.403 -0.367 1.736 -0.951 1.517
C -0.262 1.722 -1.511 0.697 2.177 -4.632
H -1.072 2.789 1.614 0.247 -0.455 -1.037
C 3.514 -1.096 0.249 -1.854 -0.981 -1.300
H -0.453 2.523 -2.345 -0.682 -1.491 1.192
H -1.980 3.441 0.306 1.546 0.712 0.146
H 0.489 -2.279 0.107 0.106 0.849 -0.377
C -2.900 -2.515 -0.266 0.933 -0.986 -0.901
C 3.232 0.061 0.982 0.030 0.937 1.220
H -2.726 -3.593 -0.077 -0.201 0.606 0.206
H -2.145 1.788 -0.772 0.203 -1.181 0.623
H 4.092 0.420 1.509 0.206 0.814 0.481
H 4.505 -1.396 0.018 0.714 -0.292 0.071
H 0.845 -1.487 -1.422 -0.841 0.274 -0.595
C -0.742 0.339 0.456 -0.414 2.655 -0.474
C -1.117 1.728 -0.371 -0.307 -1.675 2.584
C 2.002 0.606 1.086 -1.220 0.410 0.588
B 0.788 -0.087 0.383 -0.595 0.924 0.439
H 0.747 1.990 -1.441 1.939 0.111 1.397
H -2.467 -2.299 -1.262 -0.508 -0.194 0.440
C -2.164 -1.627 0.709 -1.237 1.497 -1.854
O -1.582 -0.641 -0.059 -0.575 -2.051 -0.587
H -0.252 0.751 -1.929 -0.210 -0.932 -1.088
H -1.046 0.515 1.450 -0.297 0.335 1.501
O -2.289 -1.602 1.888 0.708 -0.178 1.065
C 2.469 -1.733 -0.301 0.890 -0.782 -1.333
H 1.856 1.434 1.816 0.203 -0.457 -0.810
H -0.088 3.518 0.370 0.025 0.458 -0.434
H -3.975 -2.325 -0.290 0.197 0.102 0.259
H 2.688 -2.478 -1.026 0.622 -1.145 -0.231
C -0.988 2.937 0.498 -2.062 0.892 1.925
```
Positions in Å, forces in eV/Å.

gap between HOMO and LUMO: 0.324 Ha
DFT total energy: -16451.7787 eV
energy above the lowest of the compared OMol25 structures with the same formula, charge and spin: 519.9 kJ/mol
HOMO energy: -8.81 eV
SMILES: CC(=O)O[C@@H](B1C=CC=CC1)C(C)C

These are the natural (NBO) partial charges, in e, on atoms 1 to 4:
1 C -0.863
2 C -0.615
3 H 0.214
4 C -0.298

---

ORCA calculation (ωB97M-V/def2-TZVPD) on 3 unconnected molecules or ions with the total composition C11H17Br2NO in a non-equilibrium geometry.

```
32
Properties=species:S:1:pos:R:3:forces:R:3
H 21.885 -1.520 23.314 -0.560 0.510 -0.164
C 21.618 -1.353 26.407 1.655 -1.149 0.676
C 23.103 -3.005 22.741 -0.922 -2.159 -1.922
Br 15.564 -3.293 21.043 0.469 0.892 0.657
H 16.370 -1.670 23.932 -0.264 0.167 -0.737
C 17.166 -1.960 23.246 0.325 -1.055 -0.341
H 20.700 -4.624 25.850 -0.147 -0.178 0.382
H 20.046 -3.346 22.282 0.235 -0.276 0.986
H 23.385 -3.114 23.788 -0.239 0.008 0.023
Br 18.650 -0.721 23.696 -0.552 -0.253 -0.509
H 23.185 -0.983 22.303 -0.401 0.472 -0.672
H 20.600 -1.321 21.151 -0.214 0.021 0.750
H 21.368 -0.302 26.383 -0.702 -0.092 -0.383
C 16.963 -2.023 21.691 0.114 0.076 1.613
H 16.786 -0.987 21.399 -0.172 -0.444 -0.771
H 23.514 -0.864 27.421 0.203 0.167 -0.447
H 17.510 -2.942 23.570 0.067 0.104 0.115
C 21.262 -3.792 26.248 1.341 2.558 -0.735
H 20.672 -4.153 20.894 0.227 0.229 -0.284
O 22.146 -4.041 22.310 -1.527 0.124 0.678
C 20.824 -2.447 26.030 0.113 -0.140 0.520
N 22.501 -4.006 26.701 -0.423 -0.035 -0.030
H 17.859 -2.491 21.284 -0.043 0.609 -0.137
H 21.787 -2.022 20.246 0.822 -0.337 0.132
H 19.843 -2.258 25.620 -0.026 -0.106 -0.003
C 21.414 -2.036 21.270 -0.329 -0.498 -0.778
C 20.953 -3.461 21.688 1.427 0.494 -0.253
H 23.922 -3.303 22.087 0.632 0.718 0.262
C 23.272 -2.954 27.037 -0.119 -0.567 -0.099
H 24.244 -3.243 27.409 0.178 0.089 0.145
C 22.400 -1.736 22.378 0.786 0.697 1.325
C 22.921 -1.621 26.930 -1.956 -0.648 0.001
```
Positions in Å, forces in eV/Å.

gap between HOMO and LUMO: 0.355 Ha
DFT total energy: -155303.5972 eV
energy above the lowest of the compared OMol25 structures with the same formula, charge and spin: 0.0 kJ/mol
HOMO energy: -9.39 eV
SMILES: c1ccncc1.C1CCOC1.BrCCBr

These are the natural (NBO) partial charges, in e, on atoms 1 to 4:
1 H 0.212
2 C -0.183
3 C -0.058
4 Br -0.011

---

ORCA calculation (ωB97M-V/def2-TZVPD) on 2 unconnected molecules or ions with the total composition C11H17BrSi in a non-equilibrium geometry.

```
30
Properties=species:S:1:pos:R:3:forces:R:3
C 1.198 0.203 3.206 -3.521 -0.893 1.042
H 0.426 -0.443 -2.500 0.232 -0.037 -0.308
H 3.185 1.114 0.368 0.289 0.713 -0.221
H 0.439 0.789 3.812 1.291 -0.560 -1.073
H 2.623 2.067 -1.166 0.497 0.303 0.909
C 1.675 0.237 -0.848 -0.185 -0.612 -0.827
H 2.957 -1.454 -0.901 -0.072 -0.101 0.696
H -2.707 2.094 -0.109 0.250 0.436 -0.032
H -5.124 -1.443 0.303 2.065 0.240 -0.809
H 2.450 -0.783 0.806 0.004 -1.201 -1.376
H -2.985 -2.785 0.085 0.593 -0.434 -0.108
H 1.336 -1.917 -0.177 1.214 1.273 -0.139
H -0.884 -1.691 0.554 0.860 -0.518 -0.488
H 1.152 1.135 -2.803 0.304 0.350 -0.325
H 1.951 0.633 2.668 2.035 1.231 -0.704
H 1.217 -0.874 3.437 0.078 0.628 -0.418
C -4.073 -1.034 0.068 -0.145 1.641 0.410
C 2.896 1.117 -0.685 -0.389 0.615 -1.093
C -1.521 0.263 0.130 0.090 1.304 -1.080
H 2.205 -0.378 -2.712 0.239 -0.011 -1.159
C 1.334 0.161 -2.385 -0.688 -0.884 2.454
C 2.140 -1.089 -0.252 -1.043 -1.054 0.806
C -1.659 -1.092 0.127 -0.026 -0.824 0.796
H -4.867 0.878 0.150 -0.298 0.996 -0.096
C -2.709 1.026 -0.052 0.357 -0.758 0.718
C -2.868 -1.719 -0.006 -2.376 -1.368 0.734
H 3.710 0.738 -1.327 -0.100 -0.228 0.462
C -3.930 0.380 0.060 -0.495 -1.367 -0.304
Br 0.147 3.064 -0.118 0.037 -0.363 0.238
Si 0.290 0.802 0.265 -1.096 1.483 1.293
```
Positions in Å, forces in eV/Å.

gap between HOMO and LUMO (alpha / beta): 0.270 / 0.294 Ha
DFT total energy: -89600.1163 eV
energy above the lowest of the compared OMol25 structures with the same formula, charge and spin: 414.1 kJ/mol
HOMO energy (alpha / beta): -7.39 / -8.54 eV

These are the natural (NBO) partial charges, in e, on atoms 1 to 4:
1 C -0.607
2 H 0.213
3 H 0.212
4 H 0.199

---

ORCA calculation (ωB97M-V/def2-TZVPD) on a molecular structure, C11H17Cl2F3O5SZr in a non-equilibrium geometry.

```
40
Properties=species:S:1:pos:R:3:forces:R:3
H -0.157 -3.237 -1.921 0.220 -0.048 0.032
S 1.490 1.695 4.230 0.276 -0.261 -0.669
H -0.056 3.126 -3.115 0.062 0.120 -0.066
C 2.498 -0.158 -3.043 0.695 -0.060 -0.076
C -1.080 0.667 -2.537 0.697 -0.682 0.176
O -0.152 1.758 0.412 1.299 0.163 1.521
H -2.143 -2.145 -1.077 -0.086 0.481 -0.588
C -2.311 -1.531 -2.005 -0.690 -0.994 0.154
Zr 1.482 1.339 1.370 -3.734 -2.296 -1.300
C 0.139 0.639 4.939 -0.975 -1.500 -1.303
C -1.126 -0.741 -2.322 1.563 1.067 -0.586
C 0.766 2.413 -3.013 0.216 0.256 0.020
C 1.053 -0.127 -2.781 -1.577 -0.182 0.224
H -1.417 -2.178 1.341 -1.308 -1.039 -2.472
F -0.831 1.343 5.542 0.822 -0.351 -0.468
H 1.409 2.486 -3.903 -0.026 0.134 -0.034
H -3.068 1.144 -1.958 0.003 0.235 -0.084
O -1.904 -2.529 0.487 1.315 0.544 3.599
C -2.241 1.586 -2.528 -0.233 0.245 -0.009
O 0.753 2.522 3.203 0.989 -0.672 1.116
Cl 1.574 -1.027 1.003 0.182 1.025 0.069
H -2.610 1.799 -3.548 -0.153 0.090 0.135
C 0.196 -1.236 -2.492 -0.305 1.707 -0.081
H 1.377 2.725 -2.160 0.167 0.372 0.043
F 0.626 -0.268 5.808 -0.334 0.811 -0.722
H -1.972 2.558 -2.083 -0.226 -0.018 0.000
C 0.614 -2.647 -2.429 0.060 -0.408 0.034
H 2.764 0.385 -3.969 0.091 -0.031 0.170
F -0.402 -0.031 3.838 0.747 1.095 2.068
H 0.768 -3.053 -3.442 0.035 -0.255 0.020
H -2.570 -2.204 -2.842 -0.297 0.113 -0.005
H -1.108 1.791 0.270 0.456 -0.402 -0.283
Cl 3.063 2.533 0.294 1.484 0.963 -0.663
O 2.286 0.711 3.399 -0.720 1.550 1.419
H 2.856 -1.191 -3.163 0.060 0.176 0.099
H 3.053 0.311 -2.210 0.304 -0.096 -0.217
H 1.567 -2.746 -1.890 -0.093 -0.229 0.042
C 0.258 1.046 -2.796 -0.360 -1.070 -0.090
H -3.162 -0.879 -1.770 -0.113 -0.190 -0.186
O 2.133 2.340 5.343 -0.511 -0.363 -1.038
```
Positions in Å, forces in eV/Å.

gap between HOMO and LUMO: 0.107 Ha
total charge: -2
DFT total energy: -67235.7182 eV
HOMO energy: 1.07 eV

These are the natural (NBO) partial charges, in e, on atoms 1 to 4:
1 H 0.238
2 S 2.275
3 H 0.186
4 C -0.613

---

ORCA calculation (ωB97M-V/def2-TZVPD) on a molecular structure, C11H17Cl2NO2PdSe in a non-equilibrium geometry.

```
35
Properties=species:S:1:pos:R:3:forces:R:3
C -1.049 0.796 -2.347 3.020 1.147 -0.785
H -2.870 1.409 -1.541 -0.060 0.283 -0.026
C 0.308 1.183 -2.507 -3.243 -0.417 0.088
H 0.853 -3.007 -2.750 -0.070 -0.276 0.032
H 2.911 0.202 -3.446 -0.023 0.108 -0.018
Se 0.096 -0.871 5.646 -0.657 -0.494 3.092
H -0.011 3.259 -2.711 0.069 0.002 -0.137
H 1.648 -2.481 -1.283 -0.332 -0.039 0.121
H -2.067 -2.533 1.240 0.335 0.738 -0.440
H -0.060 -3.022 -1.220 0.260 0.173 -0.102
C -2.267 -1.453 -1.967 -1.202 -0.281 -0.260
O -0.538 1.266 1.089 -1.168 1.912 -0.253
C 0.260 -1.090 -2.096 -0.929 1.290 0.034
C 0.683 -2.466 -1.809 0.508 -0.804 -0.075
H -3.173 -0.829 -1.969 0.144 -0.188 0.345
H -2.258 -2.110 -1.013 0.131 1.162 -1.600
H -0.284 2.223 1.059 -0.697 -0.898 -0.605
O -2.302 -2.724 0.307 -0.465 -1.604 1.503
C 0.175 -0.496 3.974 1.961 0.255 -5.400
Pd 1.337 0.717 1.380 -0.367 -2.200 1.880
H -2.400 -2.104 -2.857 0.179 -0.169 0.493
H 3.027 0.726 -1.745 -0.138 -0.093 -0.189
Cl 2.145 2.222 0.104 1.968 3.369 -2.082
Cl 3.112 -0.795 1.577 1.292 -0.866 -0.454
H 1.246 2.641 -3.803 -0.118 -0.127 0.101
H -2.816 1.574 -3.297 0.032 0.004 0.009
C 0.798 2.529 -2.801 0.622 1.139 0.170
C 2.573 -0.010 -2.424 0.911 -0.166 0.160
H -1.931 2.730 -2.281 -0.128 -0.226 0.039
H 1.557 2.824 -2.049 -0.320 -0.126 -0.525
C -1.084 -0.621 -2.129 2.507 -0.535 0.261
C -2.217 1.677 -2.380 -0.759 0.363 0.177
C 1.116 0.022 -2.329 -0.985 -1.332 0.155
N 0.518 -0.397 2.839 -2.290 -1.134 4.289
H 2.966 -0.989 -2.147 0.013 0.030 0.001
```
Positions in Å, forces in eV/Å.

2S+1: 5
gap between HOMO and LUMO (alpha / beta): 0.178 / 0.145 Ha
total charge: -2
DFT total energy: -111134.7326 eV
energy above the lowest of the compared OMol25 structures with the same formula, charge and spin: 201.0 kJ/mol
HOMO energy (alpha / beta): 0.20 / -1.48 eV

These are the Löwdin partial charges, in e, on atoms 1 to 4:
1 C -0.209
2 H 0.078
3 C -0.231
4 H 0.070

---

ORCA calculation (ωB97M-V/def2-TZVPD) on a molecular structure, C11H17ClNO2 in a non-equilibrium geometry.

```
32
Properties=species:S:1:pos:R:3:forces:R:3
H -2.664 -0.885 -1.441 0.603 -0.536 -0.246
C -0.681 -1.062 -0.952 0.418 2.332 2.110
C -1.031 -0.290 1.433 -1.772 0.284 1.192
C 1.520 1.440 -0.937 1.257 0.117 -4.379
O -2.093 1.679 -1.685 -0.684 -0.355 -0.721
H 3.775 -0.474 -0.990 -1.358 0.770 1.008
H 2.065 -0.260 1.610 0.146 -0.492 -1.245
H 3.692 1.973 -1.360 -0.010 0.086 -0.406
C 3.051 1.605 -0.583 -3.567 -0.983 1.685
H 0.734 1.225 0.952 0.781 0.293 -0.308
O 0.247 -1.311 -1.648 0.996 -1.023 -1.517
H -2.168 -2.784 0.757 -1.368 -0.354 0.417
C 2.022 -0.426 0.488 -0.970 1.860 2.126
C -0.473 0.067 0.075 -2.335 0.810 -2.275
C -1.527 1.596 -0.685 2.733 -2.014 2.194
C -2.561 -0.749 1.316 1.568 2.214 -2.187
H 4.057 0.230 0.550 0.917 -0.566 1.294
Cl -1.084 2.930 0.370 -0.458 0.436 0.216
H -1.030 0.645 2.049 0.179 -0.802 -0.097
H -1.888 -2.549 -1.563 -0.760 0.579 0.363
H 1.066 2.353 -1.307 -0.565 0.223 0.958
H 3.025 2.294 0.297 0.666 -0.450 -0.559
N 0.877 0.661 0.102 0.640 -0.874 2.300
C 3.281 0.139 -0.153 1.638 -0.689 -1.722
C -2.016 -1.639 -0.930 -0.769 -0.399 -1.963
H -2.817 -0.892 2.284 -1.034 -1.115 3.032
H 1.574 -1.405 0.326 0.690 0.103 -0.564
C -2.721 -1.906 0.398 -0.084 0.053 -1.492
H 1.468 0.800 -1.864 0.119 0.364 0.961
H -0.630 -1.161 2.074 0.407 1.373 -1.418
H -3.797 -1.880 0.008 1.222 -1.439 1.446
H -3.275 0.039 1.011 0.753 0.195 -0.203
```
Positions in Å, forces in eV/Å.

gap between HOMO and LUMO: 0.356 Ha
total charge: +1
DFT total energy: -29780.9057 eV
energy above the lowest of the compared OMol25 structures with the same formula, charge and spin: 138.5 kJ/mol
HOMO energy: -13.41 eV

These are the natural (NBO) partial charges, in e, on atoms 1 to 4:
1 H 0.258
2 C 0.562
3 C -0.511
4 C -0.256

---

ORCA calculation (ωB97M-V/def2-TZVPD) on a molecular structure, C11H17IN2S2Tc in a non-equilibrium geometry.

```
34
Properties=species:S:1:pos:R:3:forces:R:3
S 1.777 -3.319 2.754 -0.459 2.372 0.071
H -2.047 1.064 -2.993 0.272 0.602 0.703
H -1.175 4.027 0.844 0.012 0.003 0.008
H 0.030 -4.263 0.375 -0.019 0.016 -0.023
H -1.963 -0.964 -2.952 0.112 -0.565 0.742
C 2.097 -1.674 3.436 -0.221 0.820 -0.593
C 0.766 -2.618 1.533 0.841 2.088 1.099
H 0.881 -0.279 -1.991 -0.397 0.030 -0.263
N 0.737 -1.278 1.705 0.413 0.222 -0.690
C 1.487 -0.645 2.726 0.146 -2.828 0.175
C 1.745 1.934 3.516 -0.453 -0.873 -0.626
I -2.456 -0.146 1.061 -0.123 -0.050 -0.355
N 0.659 1.395 1.646 -0.584 -0.355 -0.248
H 0.529 -2.878 -0.592 -0.040 -0.046 0.342
C -2.282 -0.732 -3.960 1.416 -1.736 1.119
H -1.002 -2.827 0.345 0.284 -0.068 0.101
C 1.376 0.845 2.736 0.035 2.810 0.106
C 0.044 -3.174 0.353 -0.018 -0.631 0.041
H 2.032 -1.130 -1.002 0.130 -0.345 0.246
C -2.204 0.745 -4.007 -1.854 1.569 0.078
H -1.448 -1.186 -4.506 -0.866 -0.345 -0.641
H -1.282 2.399 0.196 0.221 0.155 0.202
H -3.254 -1.234 -3.977 0.254 0.276 -0.938
H 2.742 -1.494 4.295 -0.129 -0.550 -0.174
C 1.443 -0.222 -1.057 0.340 -0.029 -0.431
H -3.260 1.128 -4.182 1.669 0.232 -0.657
H 2.389 1.855 4.381 -0.172 0.442 0.142
S 1.065 3.491 2.936 0.338 -1.829 -0.021
H -1.355 1.157 -4.576 -0.949 -0.033 -0.309
H 2.156 0.587 -1.164 0.143 0.434 0.131
C -0.573 3.183 0.506 -0.035 0.575 -0.124
H -0.023 3.524 -0.381 0.109 -0.063 0.255
Tc 0.055 0.026 0.396 -1.782 -0.371 -0.497
C 0.317 2.704 1.599 1.365 -1.926 1.025
```
Positions in Å, forces in eV/Å.

2S+1: 4
gap between HOMO and LUMO (alpha / beta): 0.258 / 0.232 Ha
total charge: +2
DFT total energy: -46613.7979 eV
HOMO energy (alpha / beta): -15.66 / -15.66 eV

These are the natural (NBO) partial charges, in e, on atoms 1 to 4:
1 S 0.633
2 H 0.164
3 H 0.297
4 H 0.293